Entry 1:
Below is C3H7NO2 in the gas phase, with properties calculated with ωB97M-V/def2-TZVPD.

Structure (XYZ):
```
13
Properties=species:S:1:pos:R:3:forces:R:3
O -1.159875 -0.132661 1.525717 0.1255 -0.0437 0.1769
C -1.267445 -0.523293 0.187467 -0.0872 -0.0523 -0.3585
C -0.549125 0.423822 -0.771750 -0.1571 0.0261 -0.0206
N 0.904220 0.528653 -0.610237 0.1450 -0.0177 0.0563
C 1.724631 -0.028342 0.305056 0.0026 -0.1507 0.1025
O 1.426478 -0.786046 1.217562 0.0586 0.2461 -0.3055
H -0.258544 -0.399624 1.786288 -0.1443 0.0713 0.0671
H -2.330388 -0.480672 -0.076746 0.1424 -0.0276 -0.0244
H -0.931184 -1.557596 0.029756 0.0199 0.1439 0.0567
H -0.980929 1.423309 -0.642715 0.0791 -0.1046 -0.0021
H -0.744910 0.102469 -1.803406 -0.0231 0.0255 0.1631
H 1.362747 1.150732 -1.259852 -0.0356 -0.0960 0.0965
H 2.775645 0.273800 0.144512 -0.1259 -0.0203 -0.0080
```
Forces are in eV/Å.

Properties
M	89.1	g/mol
structure (SMILES)	O=CNCCO
F_max	0.4	eV/A
energy	-8809.57805	eV
total charge	0
energy relative to the best compared isomer or geometry (same formula, charge and spin)	0.9508	eV
LUMO energy	0.0243	Ha

Entry 2:
Below is C7H5INP in the gas phase, with properties calculated with ωB97M-V/def2-TZVPD.

Structure (XYZ):
```
15
Properties=species:S:1:pos:R:3:forces:R:3
C 1.189445 -1.592386 1.518576 2.3856 -2.6311 1.5608
C -1.464181 0.799139 0.736877 -3.2434 2.0979 1.4679
C -0.711404 -0.276747 1.261028 -0.0230 -1.2222 1.2075
C -1.108152 1.748228 -0.137111 3.5062 -4.3001 -0.6143
C 0.518298 -0.603458 0.823033 -0.7692 1.1878 -1.7379
C 1.154791 -0.015210 -0.396629 -1.5518 -0.4139 -2.6371
C 0.168539 -0.183064 -1.975452 0.9587 -0.7642 1.0786
N 1.821586 -2.408035 2.056831 -1.0401 1.0947 -0.6220
P 0.381581 1.458976 -1.273609 -0.4270 0.4206 1.2993
I 3.193687 -0.468818 -0.769174 -0.3043 0.2844 0.1495
H -2.454428 0.975633 1.324475 1.6231 -0.2983 -1.1713
H -1.146135 -0.845119 2.146520 0.7171 0.8555 -1.3456
H -1.639246 2.513782 -0.497648 -2.3325 2.9532 -0.4949
H 0.834385 -0.224843 -2.918994 -1.0351 -0.5029 1.8726
H -0.738765 -0.878078 -1.898723 1.5357 1.2388 -0.0132
```
Forces are in eV/Å.

Properties
M	261.0	g/mol
structure (SMILES)	N#CC1=CC=CP2C[C@]12I
F_max	5.6	eV/A
energy	-26215.73652	eV
total charge	0
energy relative to the best compared isomer or geometry (same formula, charge and spin)	1.4402	eV
LUMO energy	-0.0345	Ha